(1)
ORCA calculation (the ωB97M-V functional and the def2-TZVPD basis) on C3H5NO2 as an isolated structure.

XYZ file:
```
11
Properties=species:S:1:pos:R:3:forces:R:3:mulliken_charge:R:1
O -0.4016 2.3547 -1.4786 -0.15 -0.56 0.30 -0.480
O -0.7226 -0.8178 0.1634 1.09 1.90 0.39 -0.314
N 1.3255 -1.6307 0.4434 0.08 -0.33 -0.41 -0.200
C -0.6957 1.2254 -1.1766 -0.13 0.31 -0.04 0.163
C 0.5685 -0.7886 -0.2245 1.27 -0.82 -0.64 -0.274
C -0.6889 0.6959 0.2486 -1.11 -0.03 0.21 -0.305
H 2.3051 -1.5857 0.2167 -0.03 -0.39 0.01 0.276
H 0.9632 -2.4362 0.9405 -0.02 0.12 0.42 0.233
H -1.5994 0.8444 0.8084 -0.58 0.62 -0.01 0.315
H -1.0356 0.4721 -1.9103 0.04 0.12 -0.07 0.341
H 0.1358 1.2105 0.7967 -0.47 -0.94 -0.17 0.246
```
Forces are in eV/Å.

**Charge**: 0
**Energy relative to the best compared isomer or geometry (same formula, charge and spin)**: 87.6 kcal/mol
**Frontier orbital gap**: 0.3528 Ha

---

(2)
ORCA calculation (the ωB97M-V functional and the def2-TZVPD basis) on C28H22CsN4OS4 as an isolated structure.

XYZ file:
```
60
Properties=species:S:1:pos:R:3:forces:R:3:mulliken_charge:R:1
Cs -1.6833 -0.1164 0.3181 0.21 0.14 0.72 1.469
S -3.6209 1.6806 1.9163 -0.73 0.62 0.09 -0.555
S 0.5061 -1.3891 -1.6125 0.87 -0.07 -0.76 0.414
S 4.5108 -0.5014 6.4096 0.14 -0.03 0.15 -0.088
S -3.6000 1.6442 -1.4764 -0.53 0.41 -0.15 -0.425
O -0.8749 -1.9093 -1.5358 -0.23 -0.89 -0.84 -0.720
N 3.2205 -1.4747 6.0593 -0.16 -0.28 0.12 -0.829
N -0.1693 -1.2327 2.5642 0.12 -0.15 0.32 0.187
N 4.3212 0.6210 5.2108 0.14 0.30 -0.12 -0.823
N 1.0428 1.0314 1.6242 -0.08 0.07 -0.09 -0.050
C 3.5606 -3.3618 -3.3643 0.02 -0.09 -0.10 -0.628
C -6.0652 2.8378 1.6124 0.00 -0.05 -0.15 -1.332
C 0.4732 0.0401 -2.7151 0.06 0.10 0.12 0.716
C -4.8774 2.2106 0.9055 0.16 -0.04 0.81 0.431
C 1.4425 -1.4384 4.3580 0.08 0.25 -0.17 0.486
C -0.6379 0.3158 -3.4937 -0.14 -0.15 0.15 -0.285
C 0.8203 -3.1151 -3.7956 -0.26 0.10 0.04 -0.324
C -0.6347 1.4466 -4.2965 0.03 0.07 -0.02 -0.562
C 0.9320 -0.7746 3.2031 0.01 -0.18 0.16 -0.564
C 2.6727 2.7798 1.8376 0.14 -0.06 0.17 -0.824
C 3.2401 2.1559 2.9215 -0.01 0.15 -0.17 -0.601
C 2.7019 0.9502 3.3898 -0.22 -0.25 -0.01 0.450
C -0.7941 -2.2803 3.0446 -0.02 0.02 -0.15 -0.235
C 2.7938 -2.5738 -2.5207 -0.08 0.14 0.12 -0.218
C 1.5719 2.1624 1.2186 -0.06 -0.11 -0.11 -0.473
C 2.9573 -4.0308 -4.4205 0.00 0.05 0.08 -0.392
C 0.4700 2.2859 -4.3147 -0.01 -0.01 -0.01 -0.397
C -6.1616 2.5537 -1.2121 0.01 -0.03 0.11 -1.291
C 3.2447 0.2549 4.5184 -0.12 -0.23 0.09 0.860
C 0.7506 -2.5604 4.8334 -0.18 -0.14 -0.06 -0.569
C -0.3828 -2.9879 4.1862 0.19 0.01 0.17 -0.773
C 1.4314 -2.4420 -2.7517 0.27 -0.05 0.26 0.059
C 2.6195 -0.9360 5.0005 0.10 0.25 -0.14 0.777
C 1.5758 2.0053 -3.5219 0.00 0.01 -0.01 -0.631
C 1.5763 0.8829 -2.7107 0.04 -0.05 0.07 -0.600
C 1.5888 -3.9089 -4.6302 0.05 -0.06 -0.06 -0.634
C -4.8946 2.1373 -0.4902 0.16 0.00 -0.72 0.267
C 1.5633 0.4175 2.7144 0.19 0.17 0.01 -0.602
H 0.4629 3.1741 -4.9333 -0.01 0.00 0.00 0.379
H -5.9977 2.5127 -2.2844 -0.03 0.02 -0.02 0.319
H -6.9888 1.8825 -0.9590 -0.02 0.03 -0.01 0.294
H 4.6233 -3.4683 -3.1895 -0.01 0.01 0.01 0.381
H 2.4211 0.6672 -2.0657 -0.01 0.03 0.00 0.311
H -0.9471 -3.8409 4.5388 -0.01 0.00 -0.02 0.380
H 3.5516 -4.6583 -5.0719 -0.01 0.01 -0.01 0.376
H 1.1297 -3.0621 5.7151 -0.01 0.00 0.00 0.496
H 4.0960 2.5730 3.4374 0.00 0.00 0.01 0.498
H -5.9530 2.7039 2.6837 -0.05 0.02 0.01 0.332
H -1.6823 -2.5902 2.4959 -0.01 -0.08 0.06 0.250
H -1.5083 1.6824 -4.8893 -0.01 0.00 0.02 0.410
H -0.2494 -3.0180 -3.9411 0.02 -0.01 0.02 0.392
H -6.1095 3.9111 1.3995 -0.04 -0.01 0.00 0.302
H -1.5100 -0.3261 -3.4440 0.03 -0.01 0.04 0.509
H 1.1224 -4.4400 -5.4501 -0.03 0.01 0.01 0.372
H -7.0161 2.4030 1.2931 -0.01 0.01 0.00 0.299
H 1.1077 2.6183 0.3464 0.02 0.03 0.02 0.501
H -6.4704 3.5653 -0.9341 -0.01 0.00 -0.01 0.297
H 3.0552 3.7205 1.4641 -0.01 0.00 -0.02 0.385
H 3.2431 -2.0623 -1.6765 0.03 -0.04 -0.02 0.431
H 2.4283 2.6720 -3.5189 0.00 0.00 0.00 0.395
```
Forces are in eV/Å.

**Charge**: -1
**Energy relative to the best compared isomer or geometry (same formula, charge and spin)**: 10.9 kcal/mol
**Frontier orbital gap (alpha / beta)**: 0.2194 / 0.1323 Ha

---

(3)
ORCA calculation (the ωB97M-V functional and the def2-TZVPD basis) on one molecule with the formula C4H3F3.

XYZ file:
```
10
Properties=species:S:1:pos:R:3:forces:R:3:mulliken_charge:R:1
F 0.7784 1.6768 -1.1663 -1.66 3.36 -0.48 -0.101
F -0.0464 -1.9272 0.2861 -2.66 1.51 0.40 -0.241
F 1.8100 -1.2211 -0.1615 5.08 -1.13 -1.95 -0.243
C -1.0605 0.3078 0.7200 -0.17 -1.15 -1.58 -0.863
C -0.0785 -0.5763 -0.0413 -5.18 -1.09 3.42 0.142
C 1.0179 -0.2663 -0.6172 1.58 -4.61 3.52 0.878
C 1.3445 0.5837 -1.5384 3.01 2.58 -4.18 -0.446
H -0.4797 1.2607 0.7946 -0.93 -0.84 0.92 0.292
H -1.3037 -0.3715 1.6082 0.27 1.71 -0.82 0.305
H -1.9818 0.5333 0.1159 0.65 -0.36 0.74 0.278
```
Forces are in eV/Å.

**Charge**: 0
**Energy relative to the best compared isomer or geometry (same formula, charge and spin)**: 118.1 kcal/mol
**Frontier orbital gap (alpha / beta)**: 0.3123 / 0.3123 Ha

---

(4)
ORCA calculation (the ωB97M-V functional and the def2-TZVPD basis) on a 2-piece molecular cluster, C4H11NO2 overall.

XYZ file:
```
18
Properties=species:S:1:pos:R:3:forces:R:3:mulliken_charge:R:1
O -3.4670 -0.4443 1.6584 -0.22 -0.48 -0.54 -0.639
O 2.8321 -0.9127 0.6733 -0.09 0.00 0.27 -0.549
N 1.6976 0.3225 -0.9220 -0.45 0.36 -0.01 -0.181
C 0.3708 0.7663 -0.3514 2.31 -1.42 -0.25 0.484
C 0.2349 0.2604 1.0723 -1.98 0.57 0.03 -1.341
C -0.6746 0.1158 -1.2256 -0.65 0.28 0.09 -1.249
C 2.7343 -0.3684 -0.4011 0.25 -0.02 -0.28 -0.071
H 3.5661 -0.3927 -1.1315 0.03 -0.07 -0.02 0.326
H -0.5315 -0.9680 -1.2133 0.01 0.12 0.02 0.317
H -0.8503 0.3169 1.2717 0.27 0.29 0.23 0.420
H -3.2389 -1.2408 2.1525 0.05 0.15 0.09 0.317
H 0.4135 -0.8014 1.1362 0.65 -0.11 0.09 0.372
H -3.8585 -0.8045 0.8419 0.19 0.34 0.44 0.318
H 0.4921 1.8424 -0.4472 -0.93 0.22 0.28 0.222
H 1.8564 0.6509 -1.8601 0.11 0.01 -0.03 0.238
H -0.6307 0.4632 -2.2521 0.04 0.03 -0.23 0.394
H -1.6719 0.3343 -0.8334 0.02 0.00 -0.11 0.284
H 0.7257 0.8603 1.8313 0.41 -0.27 -0.06 0.338
```
Forces are in eV/Å.

**Charge**: 0
**SMILES string**: CC(C)NC=O.O
**Energy relative to the best compared isomer or geometry (same formula, charge and spin)**: 19.6 kcal/mol
**Frontier orbital gap**: 0.3739 Ha

---

no.,total energy (a.u.)
1,-322.43475
2,-2987.38777
3,-453.57806
4,-364.23693